DFT (ωB97M-V with the def2-TZVPD basis set) results for a structure of composition C30H34Cl2CoN4O11P2S2Si.

Values from the calculation:
Net charge: -1
⟨S²⟩: 6.017
Energy above the lowest of the compared OMol25 structures with the same formula, charge and spin (eV): 0.696
Multiplicity: 5
HOMO level (alpha / beta) (hartree): -0.194 / -0.201
Orbital gap (alpha / beta) (eV): 7.55 / 6.67

Structure (XYZ):
```
87
C30H34Cl2CoN4O11P2S2Si | the OMol25 dataset | ωB97M-V with the def2-TZVPD basis set
Co 0.18958 -0.56935 -0.46486
C -0.25116 -4.57868 0.84510
C -0.56921 -3.46885 -0.13190
O -1.32699 -3.07066 -2.52569
P 2.19392 -2.51584 -0.67076
O 2.90447 -3.71953 0.13203
O 2.85680 -2.71167 -2.11646
O 2.53315 -1.21549 -0.01786
P -1.88153 -2.34743 0.33801
O -3.25146 -3.11392 0.38035
O -1.60914 -1.99959 1.87787
O -1.87068 -1.13574 -0.54822
H 0.71095 -5.02797 0.61170
H -1.01956 -5.35515 0.81956
H -0.19941 -4.18738 1.86263
H -1.53837 -2.16467 -2.25167
H 3.48252 -3.33479 0.80212
H 2.58169 -1.99994 -2.71521
H -3.90703 -2.51080 0.80733
Cl 4.58721 1.78581 0.01399
C 3.59805 2.25123 1.35288
C 4.05819 1.96933 2.62981
C 3.25275 2.21637 3.72839
C 1.98187 2.73783 3.54806
C 1.54564 3.03872 2.27024
Cl -0.05506 3.67280 2.06956
C 2.34137 2.83198 1.13446
N 1.82682 3.12401 -0.12452
C 2.43676 3.87519 -1.11782
C 3.48466 4.74740 -0.82690
C 4.07661 5.49642 -1.82996
C 3.62179 5.40287 -3.13546
C 2.55002 4.56493 -3.41507
C 1.93733 3.80248 -2.43239
C 0.72592 2.96156 -2.75538
C 0.97635 1.45146 -2.62569
O 1.45338 0.82076 -3.55452
O 0.70163 0.97362 -1.45827
H 5.03673 1.52426 2.74355
H 3.60783 1.98489 4.72370
H 1.32274 2.91824 4.38554
H 1.02885 2.55842 -0.39634
H 3.83986 4.82756 0.19289
H 4.89846 6.15748 -1.58353
H 4.08458 5.98015 -3.92491
H 2.17141 4.49340 -4.42791
H 0.41896 3.15616 -3.78242
H -0.09959 3.23940 -2.09428
C 1.46080 -6.22349 -1.61746
Si 0.16279 -5.19534 -2.49686
C 0.81982 -4.73329 -4.18482
C -1.40882 -6.20782 -2.65672
C -0.34557 -3.58845 -1.63499
C 0.48957 -2.63148 -0.86844
H 1.84239 -6.95581 -2.33465
H 1.04662 -6.77292 -0.77113
H 2.30712 -5.63487 -1.26365
H 0.83208 -5.60671 -4.84181
H 1.83934 -4.35157 -4.10904
H 0.19408 -3.96597 -4.64070
H -1.18284 -7.26499 -2.81533
H -2.01511 -5.85487 -3.49148
H -2.01604 -6.12050 -1.75339
N -5.88527 5.44573 1.40110
C -5.33860 4.18110 1.63027
C -4.50331 3.96307 2.72889
C -3.98545 2.70713 2.97443
C -4.29734 1.65199 2.12817
C -5.13146 1.85229 1.04291
C -5.65261 3.11209 0.79521
S -3.59722 0.06612 2.43508
O -4.32460 -0.86201 1.56987
O -3.70241 -0.21300 3.85511
N -2.10216 0.32364 1.98295
C -1.19529 -0.63933 2.23310
S -0.77661 -0.88367 4.15196
C 0.85190 -0.67349 3.79943
C 1.11015 -0.45955 2.43788
N 0.09497 -0.41337 1.62010
H -5.35355 6.20927 1.78678
H -6.15366 5.62012 0.44611
H -4.25922 4.78956 3.38626
H -3.32974 2.53495 3.81776
H -5.35793 1.01889 0.39272
H -6.30278 3.27162 -0.05712
H 1.62270 -0.68702 4.55413
H 2.10354 -0.34538 2.02557
```

DFT (ωB97M-V with the def2-TZVPD basis set) results for a structure of composition C30H34F3IrN6O8S2 at a distorted geometry.

Values from the calculation:
Energy above the lowest of the compared OMol25 structures with the same formula, charge and spin (eV): 2.952
HOMO level (alpha / beta) (hartree): -0.254 / -0.253
Orbital gap (alpha / beta) (eV): 5.97 / 5.96

Structure (XYZ):
```
84
C30H34F3IrN6O8S2 | the OMol25 dataset | ωB97M-V with the def2-TZVPD basis set
Ir -0.19561 -1.13115 -0.35757
C 0.16203 5.84667 -0.70926
O -1.14254 6.25796 -0.33540
C -1.75155 5.57179 0.66280
C -1.12777 4.59643 1.43589
C -1.84898 3.90599 2.39418
C -3.20701 4.17084 2.60505
C -3.79069 5.22296 1.89562
C -3.07933 5.89609 0.92087
N -4.04069 3.40055 3.44868
N -3.66578 2.30883 3.95128
C -3.04149 1.26160 3.28238
C -2.41662 0.30493 4.06591
C -1.52855 -0.64324 3.55001
C -1.23248 -0.65911 2.20063
O -0.35022 -1.44166 1.64571
C -1.96585 0.23609 1.36766
N -1.67146 0.13527 0.04633
C -2.34657 0.83934 -0.83738
C -3.39086 1.68406 -0.44477
C -3.66907 1.84486 0.88616
C -2.91720 1.14099 1.85147
H 0.41398 6.42022 -1.59646
H 0.18976 4.77959 -0.94568
H 0.88982 6.06437 0.07721
H -0.07989 4.36391 1.30155
H -1.35894 3.14929 2.99167
H -4.82738 5.46728 2.09475
H -3.54144 6.67755 0.32990
H -2.58208 0.36613 5.13547
H -1.03839 -1.35304 4.20396
H -2.05134 0.73469 -1.87285
H -3.95518 2.21878 -1.19522
H -4.47578 2.49452 1.18782
O 2.23195 -1.05331 0.59026
N 2.84777 0.01345 0.94804
C 4.00550 -0.07764 1.65002
C 4.74312 1.02732 1.97980
C 4.27126 2.28586 1.61043
C 3.08149 2.37146 0.92521
C 2.36144 1.22504 0.56700
S 0.90323 1.30988 -0.34831
H 4.30218 -1.08822 1.88496
H 5.68206 0.90565 2.50006
H 4.83465 3.17854 1.84728
H 2.66670 3.32339 0.62182
C 2.86374 -1.14160 -2.47456
N 3.18301 -2.36367 -1.76189
C 4.59603 -2.70903 -1.75422
C 4.78424 -4.19313 -1.52930
C 4.04430 -4.55491 -0.26030
N 2.65851 -4.14314 -0.37076
C 1.70952 -4.85532 0.47074
C 2.26554 -3.03452 -1.04777
O 1.04072 -2.73463 -1.03571
H 3.42968 -0.30502 -2.05537
H 1.80979 -0.92381 -2.39700
H 3.11388 -1.25304 -3.53153
H 5.11096 -2.13979 -0.97009
H 5.01706 -2.40704 -2.71282
H 5.84254 -4.43660 -1.43809
H 4.36668 -4.74700 -2.37232
H 4.51907 -4.06618 0.60003
H 4.06841 -5.62973 -0.08169
H 1.94815 -4.70793 1.52742
H 1.74387 -5.92127 0.24230
H 0.71262 -4.47732 0.28391
C -4.56117 -3.38978 -0.33038
C -3.58178 -2.24881 -0.15252
O -2.26071 -2.61317 -0.55505
H -5.54771 -3.07183 0.01288
H -4.25134 -4.25722 0.25353
H -4.63518 -3.68119 -1.38003
H -3.51831 -1.97454 0.90036
H -3.92730 -1.37473 -0.71225
H -2.24339 -2.70577 -1.52713
F 0.48091 -0.14051 -5.08353
C -0.73495 -0.68054 -4.92940
F -1.05404 -1.31345 -6.05052
F -1.60701 0.31469 -4.73396
S -0.67511 -1.81632 -3.48005
O 0.34505 -2.75702 -3.81773
O -2.02109 -2.32300 -3.30602
O -0.33140 -0.77697 -2.45411
```

DFT (ωB97M-V with the def2-TZVPD basis set) results for a structure of composition C30H34F3N3OSbY at a distorted geometry.

Values from the calculation:
Net charge: +2
Energy above the lowest of the compared OMol25 structures with the same formula, charge and spin (eV): 0.845
HOMO level (hartree): -0.511
Orbital gap (eV): 8.04

Structure (XYZ):
```
73
C30H34F3N3OSbY | the OMol25 dataset | ωB97M-V with the def2-TZVPD basis set
Y 0.50780 0.14390 -0.08800
C -1.07070 -0.30670 3.11550
C -1.96860 0.03690 2.11170
C -1.87750 1.27760 1.48190
C -0.88040 2.17740 1.87040
C 0.01420 1.83220 2.88290
C -0.07930 0.58820 3.49830
H -1.19100 -1.24380 3.64290
H -2.79400 -0.62540 1.88970
H -2.62430 1.57790 0.75730
H -0.86430 3.17720 1.45340
H 0.73180 2.56110 3.23600
H 0.57800 0.34040 4.32040
N -1.51510 -1.48570 -0.83080
C -1.41080 -2.88930 -1.28720
C -0.44730 -3.04150 -2.46100
C 1.03630 -2.97020 -2.09580
N 1.52310 -1.58090 -1.92730
H -2.24490 -1.46610 -0.11550
H -1.89770 -0.95150 -1.61850
H -2.39780 -3.26020 -1.59470
H -1.06470 -3.50100 -0.44950
H -0.68670 -2.28740 -3.21590
H -0.62840 -4.02040 -2.90550
H 1.60880 -3.47780 -2.88240
H 1.21410 -3.50880 -1.15850
H 1.47550 -1.12930 -2.84660
H 2.52140 -1.64760 -1.70600
N -1.51030 2.86540 -3.10610
C -0.71040 2.15990 -2.32090
O -1.17770 1.35560 -1.48910
C 0.78330 2.33470 -2.50750
C 1.62260 1.92390 -1.27560
H -2.51320 2.76010 -3.02480
H -1.16450 3.53000 -3.78230
H 0.98560 3.37280 -2.78890
H 1.05620 1.71610 -3.37270
H 1.75780 2.81850 -0.64910
H 2.62280 1.66530 -1.64300
F -0.86960 -5.45170 6.33950
C -0.28820 -4.71500 5.39690
C -0.66440 -4.89720 4.07410
C -0.05940 -4.12740 3.09880
C 0.91260 -3.19900 3.44910
C 1.26480 -3.01480 4.77810
C 0.66810 -3.78080 5.76230
Sb 1.84140 -2.01960 1.90260
C 3.16080 -3.51280 1.07960
C 4.46790 -3.15960 0.76470
C 5.32220 -4.09540 0.21050
C 4.85570 -5.38540 -0.00320
F 5.68120 -6.29330 -0.51740
C 3.55500 -5.75360 0.30340
C 2.70550 -4.80230 0.83630
C 3.31150 -0.91040 2.98850
C 4.17490 -1.55280 3.86800
C 5.10010 -0.82300 4.59230
C 5.16960 0.54890 4.39840
F 6.06200 1.25830 5.08560
C 4.33970 1.20220 3.49830
C 3.40300 0.46070 2.79980
H -1.41560 -5.63150 3.83130
H -0.35260 -4.25350 2.06280
H 2.00700 -2.27690 5.05270
H 0.93350 -3.66460 6.80090
H 4.82980 -2.15690 0.96500
H 6.33540 -3.83940 -0.05850
H 3.23180 -6.76740 0.13340
H 1.68420 -5.06830 1.07250
H 4.13640 -2.62880 3.98120
H 5.76430 -1.29230 5.30180
H 4.44180 2.26760 3.36390
H 2.73560 0.96120 2.09070
```

> The lowest energy above the lowest of the compared OMol25 structures with the same formula, charge and spin belongs to which entry?

C30H34Cl2CoN4O11P2S2Si

> What is the formula in the first record?

C30H34Cl2CoN4O11P2S2Si

> Which of these has the highest energy above the lowest of the compared OMol25 structures with the same formula, charge and spin?

C30H34F3IrN6O8S2